(1)
C6H9Cl2O6Pd | wB97M-V/def2-TZVPD

Values from the calculation:
**Multiplicity**: 4
**E_tot**: -1733.749010 a.u.
**⟨S²⟩**: 3.764
**Net charge**: -2
**HOMO level (spin up / spin down)**: -0.0910 / -0.0903 Eh
**Orbital gap (spin up / spin down)**: 8.10 / 5.08 eV

Structure (XYZ):
```
24
Properties=species:S:1:pos:R:3:mulliken_charge:R:1
Pd -0.853 1.173 -0.656 1.17
C -1.992 2.395 3.203 -1.05
C -1.561 2.123 1.789 1.19
O -0.352 2.020 1.483 -0.69
O -2.458 1.829 0.976 -0.70
H -3.033 2.715 3.159 0.27
H -1.270 3.130 3.557 0.28
H -1.927 1.510 3.836 0.24
C 2.915 -0.882 -1.792 -0.93
C 2.213 0.384 -1.410 0.73
O 2.819 1.217 -0.796 -0.60
O 1.020 0.614 -1.698 -0.66
H 3.652 -0.896 -2.596 0.31
H 2.241 -1.722 -1.961 0.20
H 3.433 -1.375 -0.970 0.31
C -0.199 -3.048 -0.775 -0.97
C -0.190 -2.121 0.424 0.49
O -0.630 -0.931 0.297 -0.63
O 0.199 -2.617 1.566 -0.75
H -0.152 -2.499 -1.715 0.26
H -1.181 -3.488 -0.949 0.30
H 0.669 -3.706 -0.776 0.30
Cl -2.763 0.608 -2.450 -0.51
Cl -0.600 3.568 -1.747 -0.57
```

---

(2)
C5H13N3O | wB97M-V/def2-TZVPD

Values from the calculation:
**E_tot**: -437.682138 a.u.
**Energy above the lowest of the compared OMol25 structures with the same formula, charge and spin**: 107.9 kcal per mole
**HOMO level (spin up / spin down)**: -0.2683 / -0.2683 Eh
**Orbital gap (spin up / spin down)**: 7.93 / 7.93 eV

Structure (XYZ):
```
22
Properties=species:S:1:pos:R:3:mulliken_charge:R:1
C -1.077 -0.192 0.181 1.66
C -1.840 -0.443 1.446 -1.48
C -1.228 -1.184 -0.937 -1.44
C -1.210 1.238 -0.305 -1.56
C 1.960 0.276 0.007 0.39
N 2.526 1.538 -0.183 -0.53
N 2.627 -0.797 -0.542 -0.48
O 0.502 -1.215 0.898 -0.64
N 0.898 0.132 0.726 -0.26
H 1.973 2.271 0.238 0.26
H 2.767 1.742 -1.145 0.23
H 2.210 -1.657 -0.191 0.28
H 3.635 -0.757 -0.485 0.25
H -1.377 0.104 2.266 0.38
H -1.869 -1.500 1.694 0.33
H -2.865 -0.070 1.312 0.38
H -1.266 -2.205 -0.569 0.34
H -2.159 -0.961 -1.476 0.41
H -0.395 -1.086 -1.634 0.35
H -0.546 1.441 -1.145 0.34
H -2.242 1.378 -0.652 0.46
H -1.022 1.948 0.496 0.35
```